{"formula": "C42H59N6O10P", "method": "wB97M-V/def2-TZVPD", "elements": ["C", "C", "C", "C", "C", "C", "C", "C", "C", "C", "O", "C", "O", "C", "C", "C", "C", "C", "C", "C", "C", "C", "C", "O", "C", "C", "C", "O", "C", "P", "N", "C", "O", "C", "H", "H", "H", "H", "H", "H", "H", "H", "H", "H", "H", "H", "H", "H", "H", "H", "H", "H", "H", "H", "H", "H", "H", "H", "C", "C", "O", "N", "C", "H", "H", "H", "H", "H", "H", "H", "C", "C", "O", "N", "C", "H", "H", "H", "H", "H", "H", "H", "C", "C", "O", "N", "C", "H", "H", "H", "H", "H", "H", "H", "C", "C", "O", "N", "C", "H", "H", "H", "H", "H", "H", "H", "C", "C", "O", "N", "C", "H", "H", "H", "H", "H", "H", "H"], "positions_angstrom": [[0.0114, -6.1790, 3.9765], [0.8533, -5.0439, 3.4706], [1.9788, -5.2204, 2.7040], [2.6958, -4.1478, 2.2354], [2.3303, -2.8564, 2.5364], [1.2340, -2.6667, 3.3480], [0.8232, -1.2780, 3.8127], [1.0104, -0.1371, 2.8550], [0.3580, -0.0354, 1.6429], [0.5220, 1.0632, 0.8365], [-0.2443, 1.1446, -0.3119], [0.3878, 1.2141, -1.5076], [1.5529, 0.9987, -1.6830], [-0.5422, 1.6491, -2.5682], [-0.4853, 1.1555, -3.8486], [-1.4174, 1.6169, -4.7518], [-2.3677, 2.5429, -4.3831], [-2.4000, 3.0472, -3.1100], [-1.4845, 2.5832, -2.2062], [1.3727, 2.0763, 1.2183], [2.0295, 1.9622, 2.4138], [1.8554, 0.8815, 3.2327], [2.9227, 3.0661, 2.8510], [3.1961, 3.2065, 4.0175], [3.4627, 3.9673, 1.7951], [4.7026, 4.7127, 2.1751], [4.4659, 6.2284, 2.3813], [5.5295, 6.9848, 1.8665], [2.8061, 4.0734, 0.6352], [3.4047, 5.2084, -0.6621], [4.9008, 4.9875, -1.1179], [1.5595, 3.2969, 0.4149], [0.7462, 3.7081, -0.3833], [0.5045, -3.7410, 3.7887], [-0.7827, -6.4013, 3.2717], [0.6323, -7.0556, 4.1200], [-0.4260, -5.8897, 4.9234], [2.2889, -6.2191, 2.4336], [3.5719, -4.3154, 1.6296], [2.8898, -2.0126, 2.1730], [1.3465, -1.0561, 4.7369], [-0.2331, -1.2831, 4.0757], [-0.3230, -0.8182, 1.3488], [0.2565, 0.4286, -4.1278], [-1.4507, 1.2585, -5.7673], [-3.1204, 2.9033, -5.0640], [-3.1304, 3.7791, -2.8146], [-1.4901, 2.9628, -1.2008], [2.3939, 0.8423, 4.1656], [5.0329, 4.3286, 3.1321], [5.5138, 4.5497, 1.4806], [4.3993, 6.4233, 3.4435], [3.5097, 6.5387, 1.9617], [5.5632, 6.8847, 0.9085], [3.1728, 6.4864, -0.1493], [2.5731, 5.1032, -1.7915], [5.3201, 4.2050, -0.6330], [-0.3545, -3.6067, 4.4280], [0.5712, 8.6948, -2.2153], [2.0077, 8.7352, -1.7530], [2.3370, 8.3754, -0.6306], [2.9387, 9.1850, -2.6288], [2.7425, 9.6480, -3.9906], [-0.0441, 8.3133, -1.4069], [0.2248, 9.6951, -2.4770], [0.4646, 8.0353, -3.0773], [3.8754, 9.1843, -2.2561], [3.3233, 9.0280, -4.6748], [3.0865, 10.6794, -4.0798], [1.6971, 9.6000, -4.2733], [-3.5581, -8.1251, -0.3471], [-2.2685, -7.9495, 0.4105], [-2.1515, -8.1441, 1.6101], [-1.1828, -7.5755, -0.3229], [-1.1225, -7.3158, -1.7469], [-4.3461, -8.4164, 0.3409], [-3.8442, -7.1900, -0.8293], [-3.4483, -8.8994, -1.0988], [-0.3397, -7.4767, 0.2200], [-0.4041, -7.9938, -2.2147], [-0.7932, -6.2887, -1.9212], [-2.0963, -7.4612, -2.2057], [-5.6259, -0.1852, -5.3186], [-5.9291, 1.1338, -4.6578], [-5.7319, 2.1973, -5.2182], [-6.4356, 1.0963, -3.3979], [-6.7307, -0.0677, -2.5813], [-5.2312, 0.0056, -6.3121], [-4.8805, -0.7382, -4.7441], [-6.5338, -0.7806, -5.4098], [-6.6167, 2.0088, -3.0111], [-7.7903, -0.0747, -2.3203], [-6.1475, -0.0277, -1.6602], [-6.4922, -0.9860, -3.1075], [2.4473, 2.5182, 7.0730], [3.3782, 1.5221, 7.7187], [3.8092, 0.5549, 7.1111], [3.7282, 1.7341, 9.0162], [3.3193, 2.8173, 9.8900], [2.2713, 2.2134, 6.0493], [1.4927, 2.5453, 7.6018], [2.8911, 3.5138, 7.0638], [4.3504, 1.0324, 9.3840], [4.1982, 3.3673, 10.2307], [2.8049, 2.4118, 10.7632], [2.6538, 3.5022, 9.3770], [-5.3347, -9.1044, -5.2088], [-4.0450, -8.9168, -4.4463], [-3.9912, -9.0058, -3.2291], [-2.9192, -8.6588, -5.1638], [-2.7717, -8.5391, -6.6034], [-6.1307, -9.3086, -4.5003], [-5.5860, -8.2014, -5.7671], [-5.2540, -9.9463, -5.8969], [-2.0957, -8.5512, -4.5929], [-2.0680, -9.2914, -6.9625], [-2.3801, -7.5559, -6.8517], [-3.7217, -8.6784, -7.1074]], "homo_lumo_gap_ev": 7.20, "energy_ha": -3058.146492, "smiles": "Cc1cccc(Cc2cc(OC(=O)c3ccccc3)c3c(c2)C(=O)C(CCO)=C([PH2]=N)C3=O)c1.CNC(C)=O.CNC(C)=O.CNC(C)=O.CNC(C)=O.CNC(C)=O"}

***

{"formula": "C42H60AsBF4N3OP2Si3Ti", "method": "wB97M-V/def2-TZVPD", "elements": ["Ti", "C", "C", "O", "N", "C", "C", "C", "C", "C", "C", "N", "H", "H", "H", "H", "H", "H", "H", "H", "H", "H", "C", "N", "P", "C", "C", "C", "C", "C", "C", "C", "C", "C", "C", "C", "C", "P", "C", "C", "C", "C", "C", "C", "C", "C", "C", "C", "C", "C", "H", "H", "H", "H", "H", "H", "H", "H", "H", "H", "H", "H", "H", "H", "H", "H", "H", "H", "H", "H", "H", "H", "H", "C", "Si", "C", "C", "As", "Si", "C", "C", "C", "Si", "C", "C", "C", "H", "H", "H", "H", "H", "H", "H", "H", "H", "H", "H", "H", "H", "H", "H", "H", "H", "H", "H", "H", "H", "H", "H", "H", "H", "H", "H", "F", "B", "F", "F", "F"], "positions_angstrom": [[-0.5916, -0.0788, 0.6671], [-1.8191, -2.7837, 3.8642], [-2.1498, -1.7778, 2.8229], [-1.2161, -1.2094, 2.1554], [-3.3978, -1.4864, 2.5803], [-3.8239, -0.3342, 1.7758], [-3.7933, -0.5294, 0.2832], [-4.9796, -0.5888, -0.4190], [-4.9641, -0.6624, -1.8052], [-3.7447, -0.6918, -2.4491], [-2.5959, -0.6590, -1.6880], [-2.5992, -0.5761, -0.3489], [-1.1071, -2.3549, 4.5694], [-1.3516, -3.6505, 3.4003], [-2.7082, -3.1046, 4.4037], [-4.0976, -1.9809, 3.1097], [-3.1856, 0.4886, 2.0353], [-4.8293, -0.0784, 2.0857], [-5.9190, -0.5552, 0.1223], [-5.8912, -0.6963, -2.3660], [-3.6733, -0.7416, -3.5306], [-1.6327, -0.7118, -2.1608], [1.6005, 3.8959, -0.1744], [0.9066, 2.5939, -0.0098], [-0.1497, 1.9840, -1.2125], [0.6134, 2.6026, -2.7411], [1.7352, 1.9534, -3.2550], [2.3573, 2.4099, -4.4057], [1.8513, 3.5238, -5.0659], [0.7447, 4.1886, -4.5541], [0.1210, 3.7355, -3.3986], [-1.6520, 2.9782, -1.1298], [-1.7848, 4.0505, -0.2558], [-2.9194, 4.8522, -0.3078], [-3.9309, 4.5718, -1.2206], [-3.8088, 3.4856, -2.0830], [-2.6677, 2.6963, -2.0418], [1.5059, 1.4103, 1.0186], [3.2540, 1.7810, 1.2865], [4.2175, 1.3620, 0.3624], [5.5458, 1.7175, 0.5348], [5.9196, 2.4938, 1.6264], [4.9632, 2.9133, 2.5439], [3.6316, 2.5537, 2.3877], [0.8137, 1.6624, 2.6642], [0.9853, 0.6144, 3.5704], [0.5951, 0.7702, 4.8964], [0.0515, 1.9779, 5.3120], [-0.1190, 3.0258, 4.4043], [0.2414, 2.8637, 3.0785], [1.0389, 4.5152, -0.8648], [2.6035, 3.7581, -0.5692], [1.6675, 4.4165, 0.7785], [2.1279, 1.0932, -2.7461], [3.2345, 1.9000, -4.7896], [2.3179, 3.8733, -5.9798], [0.3593, 5.0696, -5.0550], [-0.7328, 4.2794, -3.0165], [-1.0005, 4.2742, 0.4618], [-3.0152, 5.6985, 0.3646], [-4.8104, 5.2064, -1.2666], [-4.5930, 3.2733, -2.8031], [-2.5501, 1.8907, -2.7584], [3.9428, 0.7665, -0.4995], [6.2881, 1.3868, -0.1832], [6.9596, 2.7746, 1.7620], [5.2521, 3.5202, 3.3940], [2.9095, 2.8822, 3.1222], [1.4920, -0.2946, 3.2636], [0.7429, -0.0331, 5.6091], [-0.2349, 2.1109, 6.3508], [-0.5329, 3.9706, 4.7386], [0.0964, 3.6748, 2.3697], [-2.2171, -3.7055, -2.4140], [-1.1599, -4.0997, -0.9651], [-0.2300, -5.6281, -1.3528], [-2.1631, -4.3000, 0.5677], [0.2885, -2.1779, -0.4704], [1.5647, -2.1463, -2.5476], [3.1302, -1.3020, -2.0445], [0.5742, -1.1724, -3.7607], [1.9939, -3.7874, -3.2424], [1.9628, -3.1457, 1.0758], [3.4723, -2.0959, 1.2193], [2.4399, -4.8363, 0.5298], [1.2251, -3.2587, 2.7729], [-2.6651, -4.6534, -2.7412], [-1.6459, -3.3082, -3.2595], [-3.0266, -3.0161, -2.1778], [-0.9915, -6.3563, -1.6639], [0.3093, -6.0498, -0.5088], [0.4655, -5.5033, -2.1835], [-2.9841, -5.0068, 0.3834], [-2.5989, -3.3505, 0.8863], [-1.5458, -4.7098, 1.3768], [2.9251, -0.5199, -1.3195], [3.6538, -0.8730, -2.9086], [3.8097, -2.0264, -1.5841], [0.2739, -0.1968, -3.3809], [-0.3174, -1.7193, -4.0865], [1.1899, -0.9973, -4.6537], [2.3096, -4.5196, -2.4989], [2.8412, -3.6169, -3.9209], [1.1755, -4.2140, -3.8324], [4.1697, -2.2468, 0.3917], [3.9794, -2.4245, 2.1365], [3.2825, -1.0303, 1.3137], [2.6534, -4.9152, -0.5373], [1.6774, -5.5721, 0.7913], [3.3564, -5.0982, 1.0782], [0.6179, -2.3979, 3.0428], [2.0563, -3.3254, 3.4874], [0.6200, -4.1669, 2.8876], [-1.5267, 1.3540, 1.0434], [-3.2650, 3.0637, 2.6084], [-2.8955, 4.3244, 2.7778], [-4.1366, 2.7097, 1.6648], [-2.7638, 2.1068, 3.3984]], "homo_lumo_gap_ev": 6.35, "e_above_lowest_kj_mol": 52.6, "energy_ha": -6936.261944, "charge": 3}